Density functional theory data (ωB97M-V with the def2-TZVPD basis set) for a structure of composition C4LiNaO2 in a non-equilibrium geometry.

Its multiplicity is 2. The calculation puts the LUMO energy (alpha / beta) at -0.1861 / -0.1867 Ha. The value obtained for the HOMO energy (alpha / beta) is -11.34 / -10.55 eV. Its total charge is +1. The value obtained for the maximum force is 2.9 eV Å⁻¹.

```
8
Properties=species:S:1:pos:R:3:forces:R:3:mulliken_spin:R:1
C 2.8187 -0.1056 -0.0088 -0.29 -0.34 0.37 0.558
C 1.5322 -0.0607 -0.0930 2.05 0.37 -0.45 0.292
C 0.2347 -0.0354 -0.1291 -2.06 -0.06 0.06 0.163
C -1.0489 -0.0632 -0.0679 2.93 -0.10 0.22 0.257
O -2.2107 -0.1123 0.0605 -1.60 0.13 -0.15 0.220
Na -5.2362 0.2891 -0.0311 0.43 -0.06 0.01 0.001
O 5.0640 0.3696 -0.8710 -0.93 -0.14 0.28 -0.493
Li 4.9710 -0.4968 0.7236 -0.53 0.20 -0.33 0.003
```
Forces are in eV/Å.


Density functional theory data (ωB97M-V with the def2-TZVPD basis set) for an isolated molecule of C29H20BrF22NO4 in a non-equilibrium geometry.

The calculation puts the LUMO energy at -0.0498 Ha. The value obtained for the HOMO energy is -9.68 eV. The value obtained for the maximum force is 4.7 eV Å⁻¹.

```
77
Properties=species:S:1:pos:R:3:forces:R:3:mulliken_charge:R:1
C -2.5526 2.6054 -5.4183 1.90 0.14 2.19 -0.729
C -1.6453 2.8387 -4.3376 -2.14 -1.58 -3.42 -0.198
C -0.1991 2.1759 -4.4732 0.28 0.86 0.64 -0.624
C 0.4017 1.5926 -3.1191 2.10 -0.72 2.32 0.829
C -0.2800 0.5108 -2.2155 2.92 1.32 0.47 0.371
C -1.7124 -0.0093 -2.6688 -0.20 -0.58 0.30 -0.665
C -1.6806 -0.8559 -4.0569 -0.79 0.97 -0.54 -0.525
C -3.1718 -1.4095 -4.3691 0.41 1.35 -0.36 0.573
F -3.3092 -1.6529 -5.7798 0.18 0.29 3.25 -0.325
F -4.1431 -0.4080 -4.0216 1.91 -2.24 -0.83 -0.310
C -3.5505 -2.7328 -3.5524 -2.56 -0.47 -0.32 0.585
F -3.9824 -2.4624 -2.2122 1.65 -0.50 -3.05 -0.263
F -4.7161 -3.2799 -4.1988 2.50 0.91 1.36 -0.300
C -2.4501 -3.9012 -3.6100 0.68 -1.36 0.09 0.452
F -1.9470 -4.0582 -4.9380 -0.91 0.84 3.27 -0.263
F -1.3861 -3.7006 -2.6684 -2.34 0.03 -2.40 -0.100
C -3.0661 -5.3575 -3.2221 0.72 -2.19 0.82 0.495
F -1.9584 -6.2121 -2.9255 -2.62 2.08 -0.83 -0.239
F -3.8304 -5.3117 -2.0337 1.50 0.05 -3.21 -0.214
F -3.7532 -5.9649 -4.2812 1.33 1.76 2.79 -0.211
C 0.4735 0.0034 -0.9290 0.55 1.46 -0.92 0.574
C -0.1579 -1.1468 0.0103 0.62 -0.03 -0.59 -0.047
C 0.8176 -2.4566 -0.0674 -0.96 -0.02 -1.54 -0.921
O 1.0283 -3.0926 1.2257 -1.80 -0.94 -0.88 -0.345
C -0.0892 -4.0080 1.3645 -1.02 -2.40 0.01 0.648
C -1.3755 -3.4280 2.1496 0.68 0.86 0.04 -0.642
O -0.1030 -5.1612 0.9026 0.59 4.36 1.51 -0.528
C 1.8619 0.5471 -0.4872 -0.74 1.75 -3.02 0.742
C 2.7061 0.0703 0.7742 0.24 -0.73 -0.75 -0.900
C 1.9349 0.1232 2.1788 -0.64 0.19 -0.50 -0.789
C 2.7210 0.8721 3.3493 0.95 0.61 -1.90 0.900
F 2.3875 2.2717 3.2087 0.58 -2.69 0.98 -0.377
F 4.1509 0.8354 3.1804 -3.15 0.02 0.22 -0.356
C 2.4448 0.3063 4.8238 1.47 -0.84 1.53 0.413
F 3.6629 -0.2925 5.2954 -2.80 1.26 -1.06 -0.330
F 1.4641 -0.7069 4.9041 1.75 2.21 -0.51 -0.280
C 2.0716 1.4254 5.9196 1.13 -0.81 1.83 0.652
F 3.0106 2.4851 5.9747 -2.35 -2.28 -0.59 -0.273
F 2.1876 0.7601 7.1896 -0.22 1.51 -2.78 -0.305
C 0.5428 1.8967 5.8124 -1.83 -0.50 0.53 0.589
F -0.1959 1.0897 6.7445 1.49 1.86 -2.11 -0.294
F -0.0608 1.6804 4.5543 1.76 0.35 2.34 -0.265
C 0.2531 3.4153 6.2285 -1.84 1.27 -1.46 0.523
F 0.9367 4.3665 5.4094 -1.19 -2.62 2.29 -0.248
F -1.1374 3.6358 5.9365 3.00 -0.58 0.78 -0.293
C 0.4024 3.7281 7.8003 -0.34 2.57 1.75 0.587
F 1.6300 3.3467 8.3541 -3.21 0.39 -1.33 -0.189
F -0.7165 3.2629 8.5479 3.38 0.67 -2.01 -0.217
F 0.3443 5.1537 7.9180 0.19 -3.34 -0.32 -0.246
C 2.4991 1.6315 -1.3932 -2.59 -1.43 -1.04 -0.562
C 1.7890 2.1376 -2.6763 -1.17 -2.53 1.53 -0.728
C 2.7671 3.1942 -3.3530 -1.06 -0.18 -0.59 0.038
O 2.8899 3.6001 -4.5188 -0.51 -1.28 4.39 -0.528
N 3.6180 3.5821 -2.1850 1.78 -0.45 -0.87 -0.199
Br 3.0036 5.0228 -1.1635 0.03 -0.24 -0.34 0.035
C 3.8911 2.3968 -1.3114 -0.04 -0.88 0.71 0.176
O 4.9651 2.1343 -0.7495 -4.02 1.12 -1.91 -0.520
H -2.2495 1.8799 -6.2607 -0.49 1.39 1.36 0.215
H -3.5886 3.0702 -5.4844 1.59 -0.67 0.25 0.262
H -2.0068 3.4583 -3.4574 1.00 -0.79 -1.17 0.370
H -0.1329 1.3866 -5.3143 -0.44 1.24 1.40 0.292
H 0.5031 3.0245 -4.8271 -0.96 -1.42 0.72 0.413
H -2.4454 0.8803 -2.7339 1.34 -1.42 -0.21 0.275
H -2.2079 -0.7269 -1.9098 1.13 1.29 -0.90 0.378
H -1.4330 -0.1876 -4.9628 -0.49 -0.97 1.52 0.157
H -0.8960 -1.6817 -4.0541 -1.26 0.94 0.18 0.456
H -1.1759 -1.5115 -0.3460 1.30 0.83 0.35 0.225
H -0.3106 -0.7904 1.0941 0.50 -0.50 -1.76 0.074
H 0.2712 -3.2343 -0.7273 0.98 1.31 0.82 0.308
H 1.7898 -2.2241 -0.6349 -1.29 -0.35 1.40 0.525
H -2.2928 -3.5468 1.4740 1.34 -0.12 1.11 0.215
H -1.5123 -3.9352 3.1747 0.21 0.47 -1.85 0.339
H -1.2510 -2.3019 2.3737 -0.08 -1.85 -0.42 0.143
H 3.7076 0.6267 0.7532 -1.63 -0.63 0.21 0.548
H 2.9770 -1.0394 0.5937 -0.32 1.79 0.30 0.312
H 1.6142 -0.9435 2.4306 0.71 1.53 0.09 0.309
H 0.9536 0.7073 1.9980 1.64 -0.72 0.67 0.351
```
Forces are in eV/Å.